Entry from the Open Molecules 2025 dataset: a molecular structure, C33H39FN4P2Ru (ωB97M-V/def2-TZVPD).

Properties
⟨S²⟩   6.06
Total charge   +2
Energy   -2376.3512 Ha
Kohn-Sham gap (spin up / spin down)   5.05 / 3.16 eV
2S+1   5

Each line ends with the Mulliken spin population.
Cartesian coordinates (Å):
Ru (0.300868, -1.942648, 1.032206)  2.31
P (1.427546, -1.429745, -0.765391)  -0.04
P (-2.209903, -0.178060, -1.184027)  0.00
F (-1.405367, 0.243611, 7.011921)  0.02
N (-3.634093, -0.867777, -2.132597)  0.00
N (2.859599, -0.128680, -1.329571)  -0.02
N (-2.118446, 1.295126, -2.373758)  0.00
N (2.030288, -2.585848, -2.096341)  -0.02
C (1.952007, -2.663375, 2.125374)  -0.08
C (4.148965, -0.310377, -0.871703)  0.33
C (1.122159, 1.121001, 1.886608)  0.03
C (-4.401723, -0.404294, -3.203122)  0.00
C (-1.793769, -1.316192, 5.235899)  0.07
C (2.691901, -3.623016, -4.018710)  0.01
C (0.371983, -0.487373, -1.940044)  -0.04
C (-1.735967, 2.949586, -3.903341)  0.00
C (-5.186260, -1.432006, -3.697429)  0.00
C (-1.001210, -1.135843, -2.105037)  0.02
C (-1.255990, 1.737318, -3.377395)  0.00
C (-0.868088, 3.368086, 3.713884)  0.00
C (1.681630, 2.036473, 2.656316)  0.02
C (-3.926652, -2.231802, -1.991571)  0.00
C (-1.377558, 2.358687, 2.965408)  0.00
C (3.071449, -4.436694, -2.900329)  0.00
C (-0.189343, -1.479229, 3.377133)  0.30
C (5.009897, 0.572846, -1.539619)  0.17
C (2.677246, -3.761304, -1.737711)  0.00
C (-1.397045, -1.829938, 3.971452)  0.07
C (-0.950898, -0.443722, 5.910090)  0.14
C (4.233145, 1.275335, -2.491481)  0.08
C (-1.235836, 2.164653, 1.478080)  0.01
C (2.923593, 0.810480, -2.351912)  0.30
C (0.702360, -0.768189, 4.198045)  0.15
C (2.065208, -2.487955, -3.493080)  0.01
C (-4.892335, -2.596141, -2.919586)  0.00
C (-0.187297, 1.084941, 1.162299)  0.08
C (-2.975615, 3.218978, -3.255778)  0.00
C (0.538425, 3.856386, 3.756142)  0.00
C (0.316685, -0.178384, 5.424380)  -0.01
C (1.429006, 3.475174, 2.540595)  0.00
C (-3.167878, 2.219299, -2.291137)  0.00
H (1.751356, -0.682231, 3.911383)  0.02
H (2.051196, 1.106434, -2.933252)  0.08
H (1.002059, 0.470567, 5.970801)  0.00
H (-2.109182, 1.693924, 3.430242)  0.00
H (1.649715, -1.659747, -4.041666)  0.00
H (4.556061, 2.038454, -3.197908)  0.00
H (1.055532, 3.450952, 4.646188)  0.00
H (2.342397, 1.697219, 3.455905)  0.00
H (-1.253285, 3.551847, -4.655309)  0.00
H (2.787324, -4.008720, -0.701108)  0.00
H (2.847458, -3.821930, -5.063121)  0.00
H (-0.631422, 0.040532, 1.303218)  -0.02
H (-2.745387, -1.575640, 5.684697)  0.00
H (0.317201, 0.573042, -1.636008)  0.00
H (-5.337526, -3.579301, -3.031311)  0.00
H (1.575718, 0.116005, 1.782939)  -0.05
H (3.563831, -5.384084, -2.941320)  0.00
H (-1.004288, 3.098248, 0.945290)  0.00
H (-2.203507, 1.813000, 1.080111)  0.00
H (-5.879848, -1.345187, -4.527973)  0.00
H (0.553977, 4.950006, 3.859026)  0.00
H (4.345258, -1.058856, -0.108089)  0.03
H (1.495828, -3.676844, 2.082754)  0.01
H (-0.377266, 1.187035, -3.680652)  0.00
H (-3.402457, -2.829817, -1.252811)  0.00
H (2.393527, 4.004765, 2.584714)  0.00
H (-3.990572, 2.056185, -1.596632)  0.00
H (0.006591, 1.153959, 0.091256)  0.00
H (-1.498876, 3.899838, 4.423508)  0.00
H (0.817751, -0.474345, -2.942255)  0.00
H (2.135948, -2.442488, 3.209990)  0.01
H (-1.048357, -2.157228, -1.681340)  0.00
H (-1.286229, -1.155636, -3.174673)  0.00
H (0.948710, 3.718505, 1.587808)  0.00
H (-2.040152, -2.539210, 3.450141)  0.01
H (-3.668442, 4.024239, -3.456426)  0.00
H (2.897036, -2.635877, 1.545368)  0.01
H (6.072831, 0.695087, -1.347972)  0.00
H (-4.333217, 0.617886, -3.550637)  0.00

Atomic forces in eV per Å
Ru 0.93 0.71 3.02
P 1.77 0.56 -6.80
P -2.68 1.59 -4.32
F 0.85 -1.59 -1.68
N 0.56 -0.70 0.77
N 0.42 -1.11 1.47
N -0.79 -0.21 1.58
N -0.56 0.64 1.86
C 0.12 -0.55 -0.23
C -1.81 0.03 -0.10
C -0.30 -1.86 -0.46
C -0.13 -0.10 -0.24
C -0.28 -0.79 -1.54
C -0.58 1.04 1.83
C -0.14 -0.01 0.03
C -0.14 -1.60 0.91
C 0.74 0.31 0.75
C 0.34 -0.34 -0.18
C -0.29 1.02 -0.14
C -0.01 -0.68 -0.02
C 0.50 -0.52 -0.35
C -0.57 0.16 -0.34
C -0.68 0.94 0.40
C -0.61 1.35 0.95
C -0.14 0.40 0.28
C 0.19 1.54 -1.64
C 0.26 -0.76 -1.61
C -1.08 -0.80 1.18
C -0.33 1.69 0.84
C 1.84 -0.59 1.15
C 0.83 -1.06 0.39
C -0.98 -0.76 0.70
C 0.92 0.51 1.15
C 0.49 -0.80 -0.27
C 0.63 0.42 0.41
C 0.37 0.49 -1.42
C 0.12 -1.06 1.18
C 0.72 1.69 -1.36
C 0.63 -0.05 -1.11
C -0.79 0.56 0.92
C 0.69 0.66 -0.83
H -0.38 0.21 0.17
H 0.34 -0.04 0.33
H -0.20 -0.26 -0.13
H -0.74 0.80 -0.23
H -0.02 -0.09 0.06
H -0.05 -0.30 0.28
H -0.55 0.16 -0.08
H 0.57 0.20 -0.53
H -0.04 -0.15 -0.11
H 0.02 -0.25 0.22
H -0.03 -0.03 -0.08
H 0.07 0.85 0.17
H -0.05 0.06 -0.24
H -0.07 -0.54 -0.02
H 0.19 0.22 0.06
H 0.07 0.42 0.91
H 0.18 -0.26 0.05
H 0.04 -0.34 0.29
H 0.30 0.25 0.21
H 0.18 -0.02 0.28
H 0.02 -0.16 0.19
H 0.14 0.26 -0.16
H 0.40 0.05 -0.04
H -0.17 0.04 0.06
H -0.25 0.05 -0.05
H -0.36 -0.08 0.05
H 0.28 0.11 -0.23
H -0.07 -0.08 -0.18
H 0.08 -1.07 0.91
H 0.15 -0.13 0.66
H -0.39 0.03 -1.27
H 0.13 0.11 -0.47
H 0.00 -0.22 0.64
H 0.14 0.05 0.23
H -0.15 0.21 0.35
H 0.18 -0.03 0.07
H -0.63 -0.06 0.50
H -0.30 -0.10 -0.10
H -0.01 -0.25 0.12



Entry from the Open Molecules 2025 dataset: a molecular structure, C33H40AsN6O2SSeSn (ωB97M-V/def2-TZVPD).

Properties
Total charge   +1
Energy   -7009.7321 Ha
Kohn-Sham gap (spin up / spin down)   5.28 / 5.38 eV

Each line ends with the Löwdin charge.
Cartesian coordinates (Å):
Sn (-0.307461, 1.289616, 0.325617)  1.02
Se (1.041702, -2.659172, -0.891744)  1.15
As (-3.534234, 3.260987, -0.640691)  0.89
S (-2.851291, 1.603793, 0.710241)  0.12
O (0.110265, -1.367324, -3.307420)  -0.09
O (-1.413843, -1.943707, 1.703769)  -0.12
N (0.334427, 0.555109, 2.392648)  -0.13
N (-0.193929, -1.805231, -2.176522)  -0.36
N (2.837349, -0.396543, 2.510347)  0.13
N (0.512038, -0.736823, 2.849428)  0.02
N (-1.024962, -1.479189, 0.477497)  -0.17
N (0.046510, 3.124983, 1.762138)  -0.06
C (0.728065, 4.813321, 0.109428)  -0.07
C (1.003753, -5.902375, -1.009707)  -0.08
C (0.774916, 5.383525, 2.500805)  -0.01
C (4.422119, -2.102032, 3.095997)  -0.05
C (2.037555, -2.483566, 3.342169)  0.02
C (-0.747180, 0.867319, 4.628214)  -0.01
C (-4.761745, 2.485023, -1.961500)  -0.23
C (1.586775, -5.216234, -2.183134)  -0.29
C (2.694762, -5.477430, -4.347222)  -0.24
C (1.870138, -3.815156, -2.223488)  -0.39
C (3.115296, -6.299614, -5.537089)  -0.05
C (-2.485256, -1.274848, -2.896634)  -0.02
C (-1.543242, 3.112510, 5.107010)  -0.07
C (-1.576260, -1.677847, -1.807050)  -0.26
C (-1.220646, 3.567947, 3.846735)  -0.04
C (0.515327, 4.410719, 1.462195)  -0.24
C (-0.356373, 1.318033, 3.342206)  -0.22
C (1.095494, 7.121467, 0.824963)  -0.09
C (-0.449395, 2.737547, 2.992075)  -0.26
C (1.807218, -1.138552, 2.887798)  -0.35
C (3.123746, -4.136162, -4.208187)  -0.01
C (-1.309562, 1.794319, 5.483527)  -0.07
C (1.884137, -5.969218, -3.332830)  -0.01
C (4.103338, -0.836770, 2.659089)  -0.12
C (-4.345558, 4.701415, 0.402703)  -0.22
C (0.930274, 6.143227, -0.167923)  -0.10
C (2.810051, -3.287077, -3.146963)  -0.27
C (3.302546, -1.837604, -3.102024)  -0.07
C (0.987176, 6.728798, 2.141156)  -0.09
C (-3.363608, -2.085944, 0.030741)  -0.02
C (3.353083, -2.939330, 3.475050)  -0.05
C (-2.047960, 3.770049, -1.783424)  -0.24
C (-1.952635, -1.734848, -0.433551)  -0.37
H (-2.921023, -0.312205, -2.625893)  0.07
H (-2.297196, 3.392882, -2.780330)  0.05
H (-5.814413, 2.617001, -1.716489)  0.04
H (1.124532, 6.459942, -1.199099)  0.11
H (-0.716720, -1.472472, 2.339558)  0.05
H (-1.998920, -1.237819, -3.865917)  0.08
H (3.826942, -3.758722, -4.911654)  0.11
H (0.883293, -6.970341, -1.282648)  0.09
H (4.136904, -6.161166, -5.793659)  0.06
H (-3.818161, -2.733082, -0.746427)  0.09
H (-2.074259, 3.796002, 5.767571)  0.11
H (-0.561541, -0.189055, 4.947377)  0.13
H (1.214752, 8.183765, 0.549246)  0.12
H (-3.972477, -1.198577, 0.276961)  0.06
H (-5.394487, 4.767961, 0.148407)  0.03
H (-3.232690, -2.707450, 0.967621)  0.10
H (3.261203, -1.430762, -2.056573)  0.06
H (0.036174, -5.481370, -0.790044)  0.06
H (-3.316178, -2.014007, -2.972372)  0.10
H (0.784012, 4.093550, -0.708904)  0.08
H (-4.642341, 2.831860, -2.949963)  0.02
H (1.591371, -5.883229, -0.078016)  0.09
H (4.324877, -1.801729, -3.477130)  0.08
H (-4.264210, 4.416838, 1.490207)  0.06
H (-3.791578, 5.626009, 0.168998)  0.05
H (0.819307, 5.140757, 3.552971)  0.11
H (-1.481633, 4.561766, 3.507133)  0.11
H (2.542453, -6.031497, -6.467794)  0.10
H (1.161594, -3.079806, 3.585090)  0.11
H (-1.635000, 1.458596, 6.460989)  0.11
H (3.599467, -3.919517, 3.895751)  0.11
H (2.644803, -1.231914, -3.715094)  0.07
H (2.953930, -7.392069, -5.335196)  0.09
H (5.434822, -2.471136, 3.105023)  0.11
H (4.865685, -0.115472, 2.400109)  0.11
H (-1.918192, 4.839221, -1.722495)  0.04
H (1.189542, 7.488996, 2.938291)  0.12
H (-4.530749, 1.401204, -2.017976)  0.03
H (-1.097721, 3.319831, -1.438627)  -0.04
H (1.540928, -6.989855, -3.355405)  0.11

Atomic forces in eV per Å
Sn 1.28 -0.19 0.22
Se 0.48 -0.33 -0.76
As 0.55 -1.70 0.19
S -1.09 0.98 -0.49
O 1.14 -1.01 0.82
O 1.06 1.30 1.43
N -0.90 0.17 1.86
N -4.32 1.06 0.61
N 1.03 1.14 0.18
N 0.32 1.55 -0.29
N -1.02 -0.32 -1.43
N 0.02 -0.80 0.60
C -0.29 -0.39 0.92
C -0.48 -1.11 0.13
C -0.28 0.33 -1.58
C -0.93 -0.75 0.26
C 0.38 0.27 0.19
C 0.15 -0.20 0.18
C -0.30 -1.21 1.19
C 0.47 1.32 -1.31
C -0.14 1.43 0.20
C 0.63 -0.27 0.59
C -1.62 -0.89 -0.36
C -1.12 -0.55 0.04
C -0.70 1.26 -0.81
C 3.97 -0.10 -0.58
C 0.83 -0.25 0.64
C -0.29 0.68 1.13
C 1.11 -0.09 -1.43
C -0.90 0.10 -0.61
C -0.50 0.12 -1.22
C 0.94 -2.42 -0.40
C 0.46 -0.60 0.40
C 0.19 -1.27 0.21
C 0.51 0.20 0.73
C -1.34 0.66 -0.49
C 0.73 -0.40 0.71
C 1.08 0.96 -0.60
C -1.50 -0.25 -0.04
C -0.22 -0.73 0.85
C 0.79 0.00 1.30
C 0.68 -1.55 0.07
C -0.28 0.22 -0.07
C 0.32 -0.31 0.44
C 0.13 0.20 1.42
H -0.16 0.16 -0.34
H 0.16 0.34 0.17
H 0.09 -0.06 0.34
H -0.25 -0.27 0.29
H -1.12 -1.29 -0.75
H 0.08 0.14 0.18
H 0.46 0.22 -0.71
H -0.11 0.54 0.34
H 0.99 0.19 -0.02
H -0.14 0.59 0.50
H 0.08 -0.29 -0.01
H -0.29 1.23 -0.46
H 0.11 -0.78 0.20
H 0.32 -0.36 -0.26
H -0.15 0.14 -0.20
H -0.46 0.76 -1.14
H 0.14 -0.41 -1.00
H -0.49 0.03 0.30
H 0.36 0.53 0.11
H -0.28 0.04 0.34
H 0.53 0.96 -1.02
H 0.05 0.27 -0.49
H -0.04 0.14 -0.01
H 0.12 0.35 -1.19
H -0.38 -0.33 0.25
H -0.21 -0.31 -0.12
H 0.07 0.01 0.15
H 0.31 -0.23 0.94
H 0.29 -0.07 0.10
H 0.11 0.08 0.03
H -0.39 0.26 -0.32
H 0.02 0.19 -0.12
H 0.11 0.98 -0.24
H 0.14 0.14 0.21
H 0.09 -0.03 -0.14
H -0.02 0.37 -0.36
H -0.33 -0.89 -0.70
H -0.16 0.58 0.37
H -0.73 0.13 -0.17
H 0.08 -0.33 -0.02